# C2H6O

A 2-piece molecular cluster, C2H6O overall at a distorted geometry (the ωB97M-V functional and the def2-TZVPD basis, the Open Molecules 2025 dataset).

CARTESIAN COORDINATES (ANGSTROEM)
C  -0.8319  -0.4479  0.7090
C  -0.8370  -1.1631  -0.4224
H  -1.2232  0.5755  0.6825
H  -0.5277  -0.8520  1.6813
H  -1.1675  -0.7499  -1.3822
H  -0.5071  -2.2081  -0.4042
O  1.9794  1.7319  -0.5492
H  1.8154  0.8240  -0.2072
H  1.2996  2.2898  -0.1077

Atoms 1-6, force components in eV/Å:
-0.405 0.022 -0.626
0.211 -0.070 0.642
0.282 -0.312 0.182
-0.078 0.117 -0.493
0.134 -0.145 0.471
-0.104 0.409 -0.163

HOMO ... -10.5 eV
Relative energy (zero: lowest compared OMol25 entry of this formula, charge and spin) ... 16.1 kcal/mol
Electronic energy ... -155.0002 Ha
Net charge ... 0
E_LUMO ... 0.0364 hartree
HOMO-LUMO gap ... 11.456 eV
Multiplicity ... 1


# C2H6O2

A 2-piece molecular cluster, C2H6O2 overall at a distorted geometry (the ωB97M-V functional and the def2-TZVPD basis, the Open Molecules 2025 dataset).

CARTESIAN COORDINATES (ANGSTROEM)
C  1.4579  -0.9440  -0.0722
C  0.6812  0.1588  -0.6774
O  -0.4108  0.5104  -0.3197
H  1.3272  -1.1515  0.9943
H  2.5440  -0.8860  -0.1409
H  1.2090  -1.9387  -0.4403
H  1.1515  0.6443  -1.5480
O  -2.9418  1.4025  0.8851
H  -2.4112  1.6595  0.1292
H  -2.6070  0.5446  1.1899

Atoms 1-6, force components in eV/Å:
1.018 -1.495 1.444
-0.029 0.028 -0.267
-0.139 -0.001 0.170
-0.621 0.790 0.101
-0.007 0.444 -0.606
-0.271 0.121 -0.800

HOMO ... -10.5 eV
Relative energy (zero: lowest compared OMol25 entry of this formula, charge and spin) ... 14.2 kcal/mol
Electronic energy ... -230.2579 Ha
Net charge ... 0
E_LUMO ... 0.0300 hartree
HOMO-LUMO gap ... 11.319 eV
Multiplicity ... 1


# C2H6O2

A 2-piece molecular cluster, C2H6O2 overall (the ωB97M-V functional and the def2-TZVPD basis, the Open Molecules 2025 dataset).

CARTESIAN COORDINATES (ANGSTROEM)
C  -2.1158  0.5452  -0.1748
O  -2.0946  -0.4782  0.4498
H  -3.0414  1.1358  -0.3010
H  -1.2239  0.9190  -0.7094
C  1.5589  -0.6969  -0.1271
O  2.1360  0.6078  -0.1272
H  1.9764  -1.3343  0.6483
H  0.4830  -0.5625  -0.0300
H  1.6748  -1.1792  -1.1068
H  3.0899  0.5030  -0.1019

Atoms 1-6, force components in eV/Å:
-0.068 -0.141 -0.327
0.021 0.073 0.080
0.029 0.024 0.128
0.036 0.073 0.105
-0.240 0.304 -0.829
-0.001 -0.194 0.107

HOMO ... -10.3 eV
Relative energy (zero: lowest compared OMol25 entry of this formula, charge and spin) ... 33.7 kcal/mol
Electronic energy ... -230.2270 Ha
Net charge ... 0
E_LUMO ... 0.0334 hartree
HOMO-LUMO gap ... 11.201 eV
Multiplicity ... 1


# C2H6O2

A 2-piece molecular cluster, C2H6O2 overall at a distorted geometry (the ωB97M-V functional and the def2-TZVPD basis, the Open Molecules 2025 dataset).

CARTESIAN COORDINATES (ANGSTROEM)
C  -0.9465  2.6807  0.5935
O  -0.2663  2.1389  -0.2331
H  -1.9998  2.3979  0.8044
H  -0.6128  3.5096  1.2375
C  0.4487  -1.9904  -0.7234
O  1.4474  -1.7664  0.3039
H  0.9365  -1.7591  -1.6665
H  0.0657  -2.9844  -0.5450
H  -0.3156  -1.2183  -0.6129
H  1.2427  -1.0085  0.8416

Atoms 1-6, force components in eV/Å:
-0.444 -0.064 0.162
-0.122 0.151 0.258
0.127 -0.215 -0.278
0.438 0.097 -0.127
0.802 1.656 1.300
0.182 -0.657 -0.323

HOMO ... -10.2 eV
Relative energy (zero: lowest compared OMol25 entry of this formula, charge and spin) ... 37.9 kcal/mol
Electronic energy ... -230.2203 Ha
Net charge ... 0
E_LUMO ... 0.0232 hartree
HOMO-LUMO gap ... 10.848 eV
Multiplicity ... 1


# C2H6O2

A 2-piece molecular cluster, C2H6O2 overall (the ωB97M-V functional and the def2-TZVPD basis, the Open Molecules 2025 dataset).

CARTESIAN COORDINATES (ANGSTROEM)
C  0.8126  -0.7966  -0.0163
C  -0.4024  -1.3349  -0.4439
O  -1.4845  -0.8267  0.0234
H  1.7318  -1.2568  -0.3493
H  0.9265  0.0888  0.6075
H  -0.4327  -2.1766  -1.1389
H  -2.3156  -1.1092  -0.4180
H  0.5148  2.9331  -0.0682
H  -0.0891  2.1004  1.1088
O  0.7385  2.3785  0.6948

Atoms 1-6, force components in eV/Å:
0.722 0.081 0.145
0.041 -0.186 0.046
-0.445 0.325 -0.338
-0.015 -0.130 -0.133
-0.383 -0.037 -0.056
-0.146 0.200 0.030

⟨S²⟩ ... 0.75
HOMO (alpha / beta) ... -15.4 / -15.4 eV
Relative energy (zero: lowest compared OMol25 entry of this formula, charge and spin) ... 8.1 kcal/mol
Electronic energy ... -229.9194 Ha
Net charge ... +1
E_LUMO (alpha / beta) ... -0.1807 / -0.3162 hartree
HOMO-LUMO gap (alpha / beta) ... 10.519 / 6.824 eV
Multiplicity ... 2


# C2H6O2P2S4

The molecule C2H6O2P2S4 at a distorted geometry (the ωB97M-V functional and the def2-TZVPD basis, the Open Molecules 2025 dataset).

CARTESIAN COORDINATES (ANGSTROEM)
C  -1.5191  -0.4212  1.5944
C  -0.6916  0.1127  -1.8256
O  -0.9325  0.8529  1.2515
O  0.2590  -0.0385  -0.8285
P  0.3259  1.1057  0.3615
P  2.5088  -0.7794  0.0451
S  1.8410  0.4271  1.7915
S  3.5933  0.1682  -1.2365
S  2.2229  -2.6368  0.2202
S  0.3379  2.9106  -0.3193
H  -1.1846  -0.7532  2.6205
H  -1.4225  -1.2131  0.7836
H  -2.6979  -0.2214  1.6724
H  -1.3360  1.0374  -1.5812
H  -1.2447  -0.8600  -1.8170
H  -0.0600  0.3089  -2.7325

Atoms 1-6, force components in eV/Å:
-2.646 -0.351 0.306
-0.971 0.935 -1.274
-1.279 -0.715 0.368
1.714 0.502 3.660
0.165 0.760 -0.515
1.409 0.605 0.185

HOMO ... -9.2 eV
Relative energy (zero: lowest compared OMol25 entry of this formula, charge and spin) ... 0.0 kcal/mol
Electronic energy ... -2505.7999 Ha
Net charge ... 0
E_LUMO ... -0.0451 hartree
HOMO-LUMO gap ... 8.018 eV
Multiplicity ... 1


# C2H6O2S3

C2H6O2S3 as an isolated structure at a distorted geometry (the ωB97M-V functional and the def2-TZVPD basis, the Open Molecules 2025 dataset).

CARTESIAN COORDINATES (ANGSTROEM)
C  -2.7195  0.3946  -0.5900
C  2.7685  -0.1700  0.1316
O  -0.9764  -0.8906  1.0084
O  -0.2259  0.4779  -0.9670
S  -1.1272  -0.5803  -0.6472
S  1.9622  -0.9094  1.5899
S  0.1897  0.0348  1.7584
H  -3.4434  -0.3301  -0.3090
H  -2.8011  0.8775  -1.6289
H  -2.6114  1.2099  0.1297
H  2.4086  -0.6199  -0.8526
H  3.9044  -0.4565  0.2856
H  2.6716  0.9620  0.0912

Atoms 1-6, force components in eV/Å:
1.508 0.256 -1.241
1.620 0.032 -0.903
0.127 -0.036 -0.349
2.351 1.328 -0.944
-2.625 -0.054 0.328
-0.267 0.322 -0.374

HOMO ... -9.2 eV
Relative energy (zero: lowest compared OMol25 entry of this formula, charge and spin) ... 13.4 kcal/mol
Electronic energy ... -1424.7837 Ha
Net charge ... 0
E_LUMO ... 0.0277 hartree
HOMO-LUMO gap ... 9.957 eV
Multiplicity ... 1


# C2H6O2Si

A 2-piece molecular cluster, C2H6O2Si overall at a distorted geometry (the ωB97M-V functional and the def2-TZVPD basis, the Open Molecules 2025 dataset).

CARTESIAN COORDINATES (ANGSTROEM)
C  2.2469  -0.3302  0.1683
C  0.9461  -0.6799  0.1949
O  -3.0478  -0.1689  0.3963
O  -1.6166  -0.1908  0.5400
Si  -0.4430  0.3763  -0.4436
H  2.9468  -1.1246  0.2854
H  2.5717  0.5259  -0.3681
H  0.5515  -1.4402  0.8172
H  -3.3000  0.8073  0.3068
H  0.0492  2.2291  -0.1334
H  -0.9046  -0.0038  -1.7638

Atoms 1-6, force components in eV/Å:
-1.760 -1.594 -1.171
0.536 2.378 0.202
0.049 1.807 -0.729
-1.220 -0.150 1.569
1.308 2.587 0.490
0.889 -0.127 0.992

HOMO ... -9.9 eV
Relative energy (zero: lowest compared OMol25 entry of this formula, charge and spin) ... 136.7 kcal/mol
Electronic energy ... -519.6049 Ha
Net charge ... 0
E_LUMO ... 0.0216 hartree
HOMO-LUMO gap ... 10.448 eV
Multiplicity ... 1


# C2H6O2Sn

C2H6O2Sn as an isolated structure at a distorted geometry (the ωB97M-V functional and the def2-TZVPD basis, the Open Molecules 2025 dataset).

CARTESIAN COORDINATES (ANGSTROEM)
Sn  18.5469  -2.4256  12.9079
C  16.5179  -3.8941  13.0642
C  15.5872  -4.7735  13.9552
O  15.0914  -5.8991  13.3323
O  16.8024  -2.6655  13.6036
H  15.9374  -3.6798  12.1668
H  17.4700  -4.2578  12.6776
H  14.8259  -4.1950  14.4784
H  16.1669  -5.1448  14.8003
H  15.8332  -6.4764  13.1373
H  15.9506  -2.2571  13.4327

Atoms 1-6, force components in eV/Å:
5.206 1.513 -1.449
-3.004 -3.342 -2.218
1.907 -1.424 1.706
-0.375 0.901 -0.982
-3.552 2.551 2.899
0.031 -0.446 -0.531

HOMO ... -18.7 eV
Relative energy (zero: lowest compared OMol25 entry of this formula, charge and spin) ... 73.4 kcal/mol
Electronic energy ... -443.7423 Ha
Net charge ... +2
E_LUMO ... -0.4472 hartree
HOMO-LUMO gap ... 6.538 eV
Multiplicity ... 1


# C2H6O3

A 2-piece molecular cluster, C2H6O3 overall at a distorted geometry (the ωB97M-V functional and the def2-TZVPD basis, the Open Molecules 2025 dataset).

CARTESIAN COORDINATES (ANGSTROEM)
C  0.5129  -1.3300  0.3909
C  -0.8500  0.6200  -0.7775
O  1.4962  -0.3504  0.4748
O  0.0197  1.5845  -0.6806
O  -1.8859  0.7485  -0.0194
H  -0.1215  -1.3726  1.3603
H  0.9756  -2.1890  -0.1150
H  -0.9189  -0.0513  -1.6360
H  2.1326  -0.3219  -0.1865
H  0.2818  1.6478  0.3011
H  -1.6425  1.0144  0.8878

Atoms 1-6, force components in eV/Å:
-0.167 1.118 -0.033
1.093 -2.745 -1.148
-1.464 0.765 3.430
2.247 1.276 1.256
-3.152 -0.124 2.059
1.352 -0.261 -1.794

HOMO (alpha / beta) ... -7.2 / -6.3 eV
Relative energy (zero: lowest compared OMol25 entry of this formula, charge and spin) ... 127.2 kcal/mol
Electronic energy ... -305.3499 Ha
Net charge ... 0
E_LUMO (alpha / beta) ... 0.0204 / 0.0238 hartree
HOMO-LUMO gap (alpha / beta) ... 7.763 / 6.955 eV
Multiplicity ... 1


Among the records above, which one has the highest relative energy (zero: lowest compared OMol25 entry of this formula, charge and spin)?
C2H6O2Si


Which formula does entry 10 have?
C2H6O3


What is the relative energy (zero: lowest compared OMol25 entry of this formula, charge and spin) in the seventh record?
13.4 kcal/mol


The highest relative energy (zero: lowest compared OMol25 entry of this formula, charge and spin) belongs to which entry?
C2H6O2Si